An isolated molecule of C2H9OPSi, computed with ωB97M-V/def2-TZVPD.

Its calculated total energy is -787.698968 Eh. The gap between HOMO and LUMO comes out at 0.383 hartree. Its relative energy (zero: lowest compared OMol25 entry of this formula, charge and spin) is 9.7 kcal/mol. The calculation puts the HOMO energy at -9.706 eV. Its SMILES is C[Si](C)(O)P.

Structure (XYZ):
```
14
C2H9OPSi, DFT ωB97M-V/def2-TZVPD
C -1.6921 0.4315 -0.1979
Si 0.1453 0.1264 -0.1071
C 0.3018 -1.4678 1.0357
O 1.0492 1.3435 0.6138
P 1.2672 -0.0299 -2.1275
H -1.9543 1.4650 -0.3372
H -2.0370 -0.0196 -1.0724
H -2.2483 0.2139 0.6821
H 1.3158 -1.4473 1.2010
H -0.0721 -1.5064 2.0871
H 0.1437 -2.3597 0.5096
H 0.7367 1.6038 1.4177
H 2.2383 0.5064 -1.2823
H 0.8057 1.1403 -2.4226
```

The ion C4H6N3O with charge +1, computed with ωB97M-V/def2-TZVPD.

Its calculated total energy is -395.137954 Eh. The gap between HOMO and LUMO comes out at 0.362 hartree. Its relative energy (zero: lowest compared OMol25 entry of this formula, charge and spin) is 69.4 kcal/mol. Its charge is +1. The calculation puts the HOMO energy at -14.173 eV. Its SMILES is [NH2+]=C=N/N=C\CC=O.

Structure (XYZ):
```
14
C4H6N3O, DFT ωB97M-V/def2-TZVPD
N 2.2634 -1.6705 1.0387
C 1.5122 -1.1259 0.1982
N 1.2230 -0.4921 -0.7457
N 0.8520 0.6457 -1.2539
C -0.1752 1.3411 -1.1112
C -1.4775 1.0284 -0.4718
C -1.5324 -0.0459 0.5596
O -0.6692 -0.8510 0.8288
H 3.2027 -1.2291 1.1884
H 1.8393 -2.4790 1.4816
H -0.1730 2.3366 -1.5076
H -2.0390 1.9239 -0.0312
H -2.2438 0.6136 -1.1912
H -2.5827 0.0041 1.0174
```

A structure of composition C20H13BCl3F2IMnN3O2, computed with ωB97M-V/def2-TZVPD.

The expectation value of S² is 1.131. Its calculated total energy is -4138.535719 Eh. The gap between HOMO and LUMO (alpha / beta) comes out at 0.286 / 0.285 hartree. Its charge is +1. The spin multiplicity is 2. The calculation puts the HOMO energy (alpha / beta) at -10.392 / -10.455 eV.

Structure (XYZ):
```
46
C20H13BCl3F2IMnN3O2, DFT ωB97M-V/def2-TZVPD
Mn 0.6201 0.4481 -0.4429
O 2.2079 -0.0242 0.3819
C 2.3532 -0.8798 1.3779
C 3.6067 -1.4822 1.5739
C 3.8064 -2.3762 2.5995
C 2.7687 -2.7157 3.4733
C 1.5392 -2.1268 3.3009
C 1.3110 -1.1977 2.2728
C 0.0052 -0.5580 2.1635
N -0.5121 0.0699 1.1075
C -1.7915 0.4781 1.4603
C -2.0360 0.1154 2.7384
N -0.9016 -0.5368 3.1662
H 4.4047 -1.2212 0.8919
H 4.7809 -2.8311 2.7241
H 2.9279 -3.4350 4.2635
H 0.7297 -2.4131 3.9629
H -2.4414 0.9799 0.7670
H -2.8959 0.2456 3.3702
H -0.7449 -0.9081 4.0868
Cl -2.8582 6.5910 0.4424
C -2.3236 5.0638 -0.1529
C -1.0183 4.6593 0.0821
C -0.6108 3.4320 -0.4032
Cl 1.0134 2.8861 -0.0900
C -1.4616 2.6050 -1.1140
O -1.0521 1.3631 -1.5467
C -2.7644 3.0381 -1.3132
Cl -3.8190 1.9505 -2.1551
C -3.2123 4.2590 -0.8503
H -0.3321 5.2865 0.6324
H -4.2298 4.5778 -1.0230
F -1.3918 1.6599 -3.8522
B -1.5706 0.9021 -2.7935
F -1.9221 -0.3575 -2.8844
I -1.2537 -4.9703 -1.7402
C -0.0450 -3.3622 -2.2027
C 0.8481 -3.3989 -3.2626
C 1.6408 -2.2898 -3.5132
C 1.5127 -1.1812 -2.7013
N 0.6328 -1.1369 -1.6926
C -0.1256 -2.2076 -1.4416
H 0.9297 -4.2814 -3.8830
H 2.3567 -2.2862 -4.3225
H 2.1330 -0.3052 -2.8480
H -0.8139 -2.1281 -0.6103
```

A cluster of 2 separate species, C4H2NO2P2S2 in total, computed with ωB97M-V/def2-TZVPD.

Its calculated total energy is -1837.998131 Eh. The gap between HOMO and LUMO comes out at 0.245 hartree. Its relative energy (zero: lowest compared OMol25 entry of this formula, charge and spin) is 23.2 kcal/mol. Its charge is -1. The calculation puts the HOMO energy at -4.115 eV.

Structure (XYZ):
```
13
C4H2NO2P2S2, DFT ωB97M-V/def2-TZVPD
C -2.0997 -0.2658 -1.2399
C 2.7804 -1.1949 0.6838
C -1.0303 1.7361 0.0387
C -1.2347 0.3556 -0.3930
N -2.6667 -0.8454 -2.0879
O 2.8268 -0.5131 1.6059
O 2.7567 -2.0194 -0.0966
P 0.5488 0.6851 0.0338
P -0.6758 -0.7447 1.5199
S 1.5393 0.8865 -1.6544
S -0.3003 -2.6279 1.3398
H -0.9608 2.3753 -0.7252
H -1.4836 2.1728 0.9751
```

An isolated molecule of C16H13O3PS, computed with ωB97M-V/def2-TZVPD.

Its calculated total energy is -1582.785669 Eh. The gap between HOMO and LUMO comes out at 0.293 hartree. The calculation puts the HOMO energy at -8.992 eV. Its SMILES is O=C1c2ccc(CCO)cc2C(=O)c2cc([PH2]=S)ccc21.

Structure (XYZ):
```
34
C16H13O3PS, DFT ωB97M-V/def2-TZVPD
O 1.1911 2.9480 -1.1376
C 0.5685 1.9424 -0.8781
C 0.8857 1.0667 0.2821
C 2.1781 0.9692 0.7791
C 2.4491 0.1212 1.8417
C 1.4325 -0.6175 2.4452
C 1.6702 -1.5255 3.6301
C 3.1119 -1.7575 4.0358
O 3.9110 -2.3025 2.9970
C 0.1333 -0.4978 1.9523
C -0.1404 0.3242 0.8741
C -1.5236 0.4402 0.3276
O -2.5175 0.3181 1.0064
C -1.5902 0.7168 -1.1402
C -2.6385 0.2332 -1.9122
C -2.6536 0.4984 -3.2778
P -3.9884 -0.1838 -4.2870
S -4.7984 -1.8252 -3.6326
C -1.6437 1.2632 -3.8623
C -0.6048 1.7570 -3.0878
C -0.5701 1.4688 -1.7283
H 2.9634 1.5535 0.3194
H 3.4688 0.0266 2.1886
H 1.1257 -1.1175 4.4860
H 1.2058 -2.4940 3.4162
H 3.1289 -2.4118 4.9132
H 3.5898 -0.8226 4.3299
H 3.4690 -3.0845 2.6523
H -0.6714 -1.0554 2.4159
H -3.4224 -0.3656 -1.4664
H -3.3730 -0.2926 -5.5416
H -4.8815 0.8772 -4.4995
H -1.6519 1.4730 -4.9249
H 0.1865 2.3559 -3.5165
```

An isolated molecule of C3H4N2O, computed with ωB97M-V/def2-TZVPD.

Its calculated total energy is -301.359733 Eh. The gap between HOMO and LUMO comes out at 0.379 hartree. Its relative energy (zero: lowest compared OMol25 entry of this formula, charge and spin) is 80.0 kcal/mol. The calculation puts the HOMO energy at -10.389 eV. Its SMILES is C/C(C#N)=N\O.

Structure (XYZ):
```
10
C3H4N2O, DFT ωB97M-V/def2-TZVPD
C -0.1640 0.9342 -0.0839
C 0.3907 -0.3808 -0.1922
C 1.8390 -0.6488 -0.1137
N 2.9629 -0.9302 0.0571
N -0.3410 -1.4825 -0.1554
O -1.7253 -1.2482 -0.0031
H -0.9236 1.2633 -0.8611
H -0.6553 1.0941 0.9496
H 0.6473 1.7519 -0.0541
H -2.0307 -0.3531 0.4568
```